106
Properties=species:S:1:pos:R:3 method="wB97M-V/def2-TZVPD" lumo_energy_ev=-1.95 molar_mass_g_mol=692.06 gap_ev=8.30 multiplicity=1 total_charge=+1
C -5.1086 -1.1038 -4.3801
Si -5.4168 0.4339 -3.3927
C -6.3277 1.7423 -4.3473
C -6.3192 0.0528 -1.8137
O -3.9123 1.1017 -3.0904
C -3.0447 1.1789 -1.9779
C -3.5384 2.2782 -1.0046
C -4.4350 3.2533 -1.4446
C -4.9177 4.2108 -0.5457
C -4.4105 4.2630 0.7536
C -3.4193 3.3644 1.1546
C -2.9972 2.3612 0.2788
C -2.8451 -0.2223 -1.3835
C -3.3394 -0.5876 -0.1307
C -3.0791 -1.8713 0.3652
C -2.3918 -2.7999 -0.4134
C -1.9827 -2.4574 -1.7074
C -2.2598 -1.1845 -2.2120
C -1.6919 1.6857 -2.5756
C -1.7848 3.0580 -3.2675
C -1.1979 4.0847 -2.3052
C -0.2819 3.2845 -1.3631
N -0.6839 1.9040 -1.5389
C 0.0395 0.9086 -0.9735
C 1.0924 1.1596 -0.1421
C 1.8411 0.0762 0.5547
C 2.0073 0.5243 2.0337
C 1.0210 0.0476 2.8942
C 1.0552 0.3071 4.2646
C 2.0301 1.1657 4.7736
C 2.9359 1.7731 3.8969
C 2.8531 1.5329 2.5176
H -6.0708 -1.6031 -4.5635
H -4.6534 -0.8573 -5.3490
H -4.4463 -1.8084 -3.8601
H -7.3170 1.3664 -4.6473
H -6.4797 2.6451 -3.7408
H -5.7763 2.0292 -5.2529
H -7.3667 -0.1606 -2.0814
H -5.9080 -0.8277 -1.3027
H -6.3090 0.8967 -1.1108
H -4.7636 3.2661 -2.4873
H -5.6791 4.9152 -0.8912
H -4.7815 5.0159 1.4520
H -2.9703 3.4158 2.1463
H -2.2529 1.6279 0.5934
H -3.9286 0.1224 0.4507
H -3.4302 -2.1286 1.3656
H -2.1855 -3.7967 -0.0247
H -1.4580 -3.1748 -2.3414
H -2.0197 -0.9332 -3.2522
H -1.3176 0.9340 -3.2951
H -1.1191 2.9776 -4.1364
H -2.7816 3.2884 -3.6424
H -0.5999 4.8355 -2.8268
H -1.9698 4.6082 -1.7274
H 0.7812 3.4120 -1.6385
H -0.3828 3.6085 -0.3123
H -0.2813 -0.1189 -1.1994
H 1.3474 2.1841 0.1574
H 1.2316 -0.8405 0.5643
H 0.2246 -0.5613 2.4637
H 0.3140 -0.1601 4.9097
H 2.0737 1.3820 5.8395
H 3.6931 2.4684 4.2635
H 3.4151 2.1914 1.8447
C 4.6334 -3.8640 5.6819
C 3.2875 -3.5436 5.7343
C 2.5541 -3.2834 4.5521
C 1.1518 -3.1265 4.5869
C 0.4174 -3.0726 3.4149
C 1.0825 -3.0323 2.1749
C 2.4684 -2.9560 2.0990
C 3.1121 -2.7420 0.7403
C 3.8997 -1.4133 0.4979
C 5.1407 -1.6387 -0.3869
C 5.2005 -0.7283 -1.6240
C 3.9389 -0.8977 -2.4677
C 2.7036 -0.7339 -1.5994
N 3.0802 -0.2751 -0.1835
C 4.0049 0.9566 -0.2605
C 5.1948 0.7238 -1.1766
C 3.2444 -3.2313 3.2799
C 4.6256 -3.5444 3.2693
C 5.3023 -3.8828 4.4413
H 5.1714 -4.1127 6.5995
H 2.7452 -3.5170 6.6835
H 0.6550 -3.0958 5.5584
H -0.6684 -3.0378 3.4430
H 0.4955 -3.0499 1.2546
H 3.8300 -3.5704 0.5940
H 2.3465 -2.8688 -0.0412
H 4.1942 -0.9717 1.4634
H 6.0308 -1.4951 0.2398
H 5.1876 -2.6870 -0.7080
H 6.0939 -0.9507 -2.2116
H 3.9289 -0.1475 -3.2676
H 3.9107 -1.8765 -2.9466
H 2.0182 0.0017 -2.0249
H 2.1434 -1.6690 -1.4860
H 3.3968 1.8082 -0.5842
H 4.3731 1.1275 0.7520
H 6.1112 0.9695 -0.6291
H 5.1444 1.4035 -2.0375
H 5.1715 -3.5534 2.3248
H 6.3553 -4.1666 4.4044



65
Properties=species:S:1:pos:R:3 method="wB97M-V/def2-TZVPD" lumo_energy_ev="-8.41 / -7.77" molar_mass_g_mol=894.61 gap_ev="4.68 / 5.32" multiplicity=2 total_charge=+2
V -3.0768 -1.5556 0.9744
Se 2.0229 2.3791 0.7911
P 2.2386 0.3135 0.7750
C 3.0697 -0.4709 2.1562
C 2.7919 -0.0106 3.4448
C 3.4142 -0.5944 4.5322
C 4.3268 -1.6248 4.3363
C 4.6143 -2.0728 3.0561
C 3.9856 -1.4997 1.9616
C 2.9068 -0.3888 -0.7488
C 4.0107 0.2616 -1.3009
C 4.6054 -0.2317 -2.4491
C 4.0945 -1.3681 -3.0622
C 2.9921 -2.0152 -2.5194
C 2.4008 -1.5308 -1.3626
C 0.5453 -0.4157 0.8039
C -0.6080 0.1422 0.2324
N -1.5164 -0.8046 0.3882
N -1.0559 -1.8086 1.1102
N 0.2107 -1.6146 1.3513
P -1.5987 1.6046 -0.2256
Se -3.6818 0.7364 0.2411
C -1.3561 2.9810 0.8552
C -1.0984 4.2333 0.2970
C -0.8808 5.3127 1.1374
C -0.9209 5.1394 2.5126
C -1.1867 3.8892 3.0661
C -1.4108 2.8074 2.2405
C -1.4030 1.9798 -1.9476
C -2.4968 2.3494 -2.7287
C -2.2924 2.6960 -4.0534
C -1.0104 2.6692 -4.5890
C 0.0764 2.2978 -3.8075
C -0.1109 1.9533 -2.4805
H 2.1128 0.8216 3.5893
H 3.2050 -0.2377 5.5312
H 4.8230 -2.0712 5.1874
H 5.3352 -2.8646 2.9068
H 4.2175 -1.8538 0.9654
H 4.3996 1.1598 -0.8359
H 5.4663 0.2711 -2.8676
H 4.5594 -1.7521 -3.9600
H 2.5995 -2.9052 -2.9924
H 1.5618 -2.0736 -0.9417
H -1.0458 4.3646 -0.7761
H -0.6756 6.2877 0.7183
H -0.7472 5.9846 3.1647
H -1.2164 3.7664 4.1394
H -1.6159 1.8338 2.6734
H -3.5003 2.3658 -2.3213
H -3.1334 2.9842 -4.6683
H -0.8594 2.9402 -5.6251
H 1.0713 2.2787 -4.2299
H 0.7415 1.6867 -1.8631
Cl -5.2004 -2.0101 1.9044
C -4.7762 -3.3153 0.6812
C -3.6862 -3.0219 -0.0987
C -3.2781 -3.9442 -1.0546
Cl -1.9109 -3.6019 -2.0117
C -4.0000 -5.1279 -1.1915
Cl -3.5288 -6.2855 -2.3477
C -5.1210 -5.3866 -0.3656
Cl -5.9864 -6.8336 -0.5355
C -5.5374 -4.4662 0.6134
Cl -6.8756 -4.7332 1.6234



44
Properties=species:S:1:pos:R:3 method="wB97M-V/def2-TZVPD" lumo_energy_ev=1.53 de_lowest_kj_mol=14.7 molar_mass_g_mol=657.40 gap_ev=7.11 multiplicity=1 total_charge=-1
Au -1.0125 -1.3463 -2.0828
S 0.9324 -0.7088 0.7715
P -0.9670 -0.8474 1.2040
S -2.3742 -1.0343 -0.2924
C -1.3159 -2.2746 2.2986
C -0.4044 -3.3176 2.3915
C -0.7020 -4.4374 3.1625
C -1.9063 -4.5100 3.8462
C -2.8213 -3.4663 3.7542
C -2.5306 -2.3535 2.9795
C -1.5181 0.5583 2.2435
C -2.4037 1.5250 1.7816
C -2.7733 2.5829 2.6082
C -2.2619 2.6748 3.8939
C -1.3671 1.7155 4.3551
C -0.9924 0.6656 3.5317
H 0.5375 -3.2335 1.8602
H 0.0090 -5.2538 3.2252
H -2.1333 -5.3756 4.4572
H -3.7646 -3.5243 4.2845
H -3.2460 -1.5446 2.8964
H -2.8003 1.4429 0.7774
H -3.4641 3.3349 2.2432
H -2.5530 3.4989 4.5347
H -0.9607 1.7895 5.3561
H -0.2828 -0.0769 3.8778
O 0.1561 -0.7639 -5.8085
C 0.5027 -0.7838 -4.6375
O 0.1806 -1.6477 -3.7337
C 1.4827 0.3010 -4.1964
C 1.3560 0.9901 -3.0002
C 2.2635 1.9931 -2.7046
C 3.3257 2.2976 -3.5222
C 3.4343 1.5919 -4.7022
C 2.5172 0.6234 -5.0651
N 4.5555 1.9098 -5.6084
O 4.6696 1.2536 -6.6285
O 5.3145 2.8083 -5.2806
N 2.0856 2.7929 -1.4768
O 0.9632 2.8771 -1.0230
O 3.0762 3.3324 -1.0031
H 0.5692 0.7512 -2.2924
H 4.0326 3.0660 -3.2574
H 2.5917 0.1237 -6.0188



81
Properties=species:S:1:pos:R:3 method="wB97M-V/def2-TZVPD" lumo_energy_ev=-10.06 molar_mass_g_mol=845.74 gap_ev=5.45 multiplicity=1 total_charge=+3
Au -0.3045 0.0595 -0.8622
N -0.6134 1.2730 -2.5278
C -1.5726 2.3737 -2.3442
C -1.5711 3.4413 -3.2220
C -2.5187 4.4424 -3.0516
C -3.4505 4.3679 -2.0222
C -3.4330 3.2986 -1.1410
C -2.4792 2.2907 -1.2995
P -2.3979 0.8809 -0.1914
C -3.7540 -0.2288 -0.5268
C -4.7115 0.1526 -1.4748
C -5.8214 -0.6482 -1.6918
C -5.9749 -1.8320 -0.9860
C -5.0121 -2.2301 -0.0645
C -3.9042 -1.4372 0.1660
C -2.3724 1.4653 1.4937
C -1.8764 2.7469 1.7602
C -1.8389 3.2126 3.0628
C -2.2718 2.4008 4.1047
C -2.7509 1.1221 3.8466
C -2.8037 0.6505 2.5462
H 0.2840 1.6480 -2.8361
H -0.9325 0.6613 -3.2819
H -0.8545 3.4995 -4.0327
H -2.5279 5.2847 -3.7301
H -4.1884 5.1494 -1.9034
H -4.1471 3.2502 -0.3281
H -4.6032 1.0668 -2.0412
H -6.5682 -0.3439 -2.4120
H -6.8462 -2.4502 -1.1555
H -5.1301 -3.1598 0.4750
H -3.1656 -1.7661 0.8823
H -1.5392 3.3877 0.9559
H -1.4882 4.2155 3.2659
H -2.2487 2.7717 5.1208
H -3.1049 0.5011 4.6579
H -3.2175 -0.3310 2.3611
C -1.5193 -5.1810 0.3801
C -0.9701 -4.7634 1.5899
C -0.5116 -3.4682 1.7405
C -0.6210 -2.5896 0.6627
C -1.1705 -2.9984 -0.5485
C -1.6218 -4.2992 -0.6886
N -0.1356 -1.2421 0.7750
N 0.3315 -0.8898 1.8627
C 0.9077 0.3979 2.0251
C 1.4680 0.6562 3.2620
C 2.0574 1.9019 3.4514
C 2.0436 2.8111 2.4084
C 1.4472 2.4489 1.2018
N 0.8937 1.2583 1.0109
H -1.8670 -6.1995 0.2714
H -0.8916 -5.4563 2.4162
H -0.0728 -3.1382 2.6704
H -1.2717 -2.3002 -1.3731
H -2.0548 -4.6243 -1.6245
H 1.4470 -0.1000 4.0340
H 2.5188 2.1505 4.3976
H 2.4884 3.7907 2.5153
H 1.4214 3.1445 0.3707
S 5.8006 -1.8320 -2.8874
C 4.1718 -1.3469 -2.3772
C 3.8522 -0.0108 -2.1224
C 2.5747 0.3167 -1.7381
N 1.5971 -0.6046 -1.6100
C 1.8916 -1.8894 -1.8654
C 3.1554 -2.2895 -2.2487
C 6.6321 -1.4128 -1.3543
C 7.2478 -0.1806 -1.2003
C 7.8707 0.0841 0.0134
N 7.9071 -0.7773 1.0246
C 7.3399 -1.9665 0.8443
C 6.6897 -2.3391 -0.3251
H 4.5997 0.7637 -2.2234
H 2.3124 1.3445 -1.5185
H 1.0931 -2.6112 -1.7587
H 3.3478 -3.3346 -2.4483
H 7.2688 0.5434 -2.0034
H 8.3705 1.0322 0.1742
H 7.4114 -2.6611 1.6731
H 6.2599 -3.3256 -0.4324



202
Properties=species:S:1:pos:R:3 method="wB97M-V/def2-TZVPD" lumo_energy_ev=1.79 de_lowest_kj_mol=193.0 molar_mass_g_mol=1123.60 gap_ev=7.32 multiplicity=1 total_charge=-1
C -1.5820 0.2247 0.1879
O -0.1850 -0.0941 0.3105
O -2.2168 -0.3494 1.2261
C -1.7638 1.7599 -0.0209
F -3.0225 2.1653 0.2456
F -1.0372 2.5107 0.8776
F -1.4240 2.2086 -1.2374
C 0.4924 -0.2699 -0.9138
C 1.9734 -0.2571 -0.5499
H 2.2416 0.6644 -0.0333
H 2.1645 -1.1513 0.0399
H 2.5394 -0.2619 -1.4867
H 0.3598 0.4984 -1.6808
H 0.3040 -1.2554 -1.3596
H -1.9587 -0.3085 -0.7082
C -1.6270 5.4670 -5.2019
C -1.3071 4.0626 -5.7162
C -2.5558 3.2439 -5.9601
O -3.5161 3.2041 -4.9363
C -3.2412 2.2992 -3.8790
N -0.4651 4.1488 -6.9476
H -2.1484 5.2654 -4.2626
H -2.3142 6.0293 -5.8334
H -0.7318 6.0695 -5.0575
H -0.6838 3.5093 -5.0054
H -2.1949 2.2492 -6.2687
H -3.1151 3.5721 -6.8401
H -4.1232 2.1789 -3.2557
H -2.4101 2.7061 -3.2977
H -2.9510 1.3287 -4.2970
H -0.4725 3.2351 -7.4027
H 0.4946 4.1925 -6.6143
C 4.2022 4.5238 1.5278
C 4.5687 3.0700 1.8498
C 5.1127 2.3286 0.6409
O 5.3323 0.9619 0.8667
C 5.6550 0.2254 -0.2860
N 5.5072 3.1063 2.9811
H 5.0478 5.0264 1.0533
H 3.7640 5.0801 2.3583
H 3.3538 4.6624 0.8489
H 3.5817 2.6854 2.1254
H 6.0263 2.8465 0.3058
H 4.4137 2.4885 -0.1924
H 6.5115 0.6566 -0.8164
H 4.8679 0.0705 -1.0314
H 5.8736 -0.7858 0.0542
H 6.2840 3.7270 2.7520
H 6.0081 2.2163 2.9064
C -5.0473 3.3603 4.8004
C -4.3455 3.1980 3.4625
C -3.2443 4.2315 3.2122
O -3.8707 5.5354 3.2375
C -2.9971 6.6236 3.3197
N -3.7884 1.8537 3.3007
H -5.5676 4.3184 4.8451
H -4.2972 3.2588 5.5894
H -5.8121 2.6042 4.9772
H -5.1263 3.2856 2.7046
H -2.6379 4.1024 2.3132
H -2.5318 4.2692 4.0477
H -3.5708 7.4863 2.9734
H -2.0743 6.5416 2.7371
H -2.7202 6.8486 4.3585
H -3.6910 1.7353 2.2992
H -2.8346 1.7861 3.6508
C 5.7860 -5.0409 -2.5961
C 4.4122 -4.4136 -2.4095
C 3.5294 -5.1779 -1.4220
O 3.2975 -6.4973 -1.8639
C 2.4408 -7.1920 -0.9604
N 4.5959 -3.0282 -1.9649
H 5.6175 -6.0407 -3.0042
H 6.3287 -5.1525 -1.6561
H 6.4306 -4.4895 -3.2812
H 3.9067 -4.4331 -3.3843
H 2.5734 -4.6705 -1.2587
H 4.0265 -5.0986 -0.4462
H 2.3046 -8.2041 -1.3395
H 1.4641 -6.7133 -1.1023
H 2.8056 -7.1680 0.0660
H 5.0066 -2.4429 -2.6955
H 3.7276 -2.5915 -1.6727
C -6.2798 1.6544 0.8068
C -6.0535 0.2419 0.2638
C -5.5143 0.2899 -1.1757
O -5.3449 -0.9819 -1.7248
C -4.7890 -1.0179 -2.9887
N -5.1192 -0.4681 1.1374
H -5.4213 2.3208 0.7080
H -6.6235 1.8153 1.8253
H -7.0474 2.0204 0.1111
H -6.9860 -0.3301 0.2613
H -4.6429 0.9558 -1.2519
H -6.2532 0.7990 -1.8267
H -4.7923 -2.0420 -3.3653
H -3.7725 -0.6026 -3.0493
H -5.3038 -0.4466 -3.7784
H -4.1622 -0.1015 1.1372
H -4.9842 -1.3783 0.6974
C 1.7696 3.8588 -1.4257
C 2.3103 4.5743 -2.6978
C 3.1775 5.7809 -2.3015
O 4.3508 5.2858 -1.6793
C 5.2880 6.3031 -1.3962
N 3.0830 3.6481 -3.5154
H 2.6104 3.3069 -1.0108
H 0.9119 3.2370 -1.6786
H 1.4033 4.6157 -0.7277
H 1.4382 4.9495 -3.2406
H 2.6004 6.4146 -1.6199
H 3.4206 6.3731 -3.1898
H 5.5336 6.8250 -2.3261
H 6.1608 5.7788 -1.0078
H 4.8661 6.9637 -0.6321
H 3.9404 3.4960 -2.9910
H 2.5952 2.7578 -3.5730
C 5.1317 1.1266 -5.1671
C 4.6142 0.3494 -3.9708
C 3.1916 -0.1415 -4.2715
O 2.2744 0.9076 -4.0311
C 0.9552 0.5505 -4.3966
N 5.5928 -0.7004 -3.6023
H 5.1558 0.5396 -6.0875
H 6.1411 1.5077 -4.9870
H 4.5546 2.0412 -5.3352
H 4.5115 1.0395 -3.1296
H 2.9045 -0.9630 -3.6037
H 3.1543 -0.4925 -5.3089
H 0.6886 -0.3096 -3.7761
H 0.8460 0.3544 -5.4677
H 0.2332 1.3441 -4.2014
H 5.8549 -1.1763 -4.4658
H 6.4613 -0.2165 -3.3907
C -3.2694 -4.4504 4.8786
C -4.0173 -4.2672 3.5731
C -5.4880 -4.6650 3.6558
O -5.6061 -6.0533 3.9186
C -6.9263 -6.4258 4.2314
N -3.8419 -2.8923 3.1045
H -3.4622 -3.5920 5.5215
H -2.2158 -4.6345 4.6624
H -3.5779 -5.3468 5.4246
H -3.6320 -4.9560 2.8035
H -6.0267 -4.3641 2.7485
H -5.9962 -4.0952 4.4466
H -7.5651 -6.1796 3.3746
H -7.3064 -5.9059 5.1173
H -6.9052 -7.5014 4.3999
H -2.8529 -2.6551 3.1718
H -3.9297 -2.9131 2.0742
C 0.8243 -3.3358 1.3971
C 0.0331 -3.4715 2.6633
C 0.8208 -3.9855 3.8473
O 1.3510 -5.2674 3.5477
C 1.8635 -5.8951 4.6975
N -0.5902 -2.1879 3.0581
H 1.7763 -2.8298 1.5941
H 0.3099 -2.7835 0.6102
H 1.0600 -4.3209 0.9793
H -0.7780 -4.1880 2.4828
H 0.2555 -3.9470 4.7841
H 1.6839 -3.3296 4.0549
H 2.6993 -5.3384 5.1404
H 2.2291 -6.8746 4.3957
H 1.1311 -5.9846 5.5062
H -1.1544 -1.8836 2.2583
H 0.1553 -1.4981 2.9321
C -3.6252 -5.1524 -0.5809
C -2.7839 -3.9846 -0.0877
C -1.7219 -3.5448 -1.1086
O -0.7624 -4.5680 -1.3826
C 0.1766 -4.1386 -2.3626
N -3.6697 -2.8390 0.1672
H -4.5032 -5.2061 0.0682
H -3.1529 -6.1293 -0.5029
H -3.9700 -4.9227 -1.5915
H -2.2214 -4.1703 0.8343
H -1.3469 -2.6222 -0.6479
H -2.1814 -3.2552 -2.0619
H 0.8618 -4.9728 -2.4912
H 0.7864 -3.3471 -1.9062
H -0.2764 -3.7209 -3.2633
H -3.1442 -2.0153 0.4852
H -4.0585 -2.7068 -0.7596
C 0.6764 3.5404 3.7301
C 1.0403 2.0738 3.6752
C 1.9718 1.6672 4.7845
O 2.4239 0.3323 4.8360
C 3.2205 0.0331 3.6967
N -0.2054 1.2951 3.7597
H 1.4592 4.2939 3.6060
H 0.0391 3.8248 4.5695
H 0.0495 3.7242 2.8501
H 1.4473 1.8653 2.6751
H 1.5413 2.0103 5.7292
H 2.8598 2.3197 4.7404
H 2.6207 -0.1644 2.7994
H 3.6483 -0.9662 3.8038
H 3.9446 0.8441 3.6322
H -0.5367 1.2275 2.7974
H -0.0244 0.3156 3.9666



no.,electronic energy (hartree)
1,-2298.0706
2,-10125.6209
3,-2566.2286
4,-2708.8019
5,-3784.8931